Below is a cluster of 2 separate species, CH4O3S in total, with properties calculated with ωB97M-V with the def2-TZVPD basis set.

Results
E: -664.318500 a.u.
ΔE to the lowest compared entry with this formula, charge and spin: 272.10 kJ/mol
2S+1: 1
molecular weight: 96.1 g/mol
HOMO: -9.983 eV
E_LUMO: 0.64 eV
charge: 0

Structure (XYZ):
```
9
CH4O3S ωB97M-V with the def2-TZVPD basis set
S 1.43 0.02 -0.62
O 2.70 -0.41 0.35
O 0.83 1.01 0.25
O -1.76 -1.03 -0.57
C -2.14 0.02 -0.14
H 0.50 -1.11 -0.50
H 2.34 -0.08 1.16
H -2.63 0.07 0.84
H -1.92 1.04 -0.51
```